106
Properties=species:S:1:pos:R:3:forces:R:3 method="wB97M-V/def2-TZVPD" charge=+2 multiplicity=4 s2=3.77 gap_ev="5.9199 / 5.6891" homo_energy_ev="-13.3 / -13.4"
C 2.718419 -1.241282 0.131891 -0.0691 -0.0031 0.0004
H 5.083898 -3.561639 -0.268690 0.0002 -0.0052 0.0005
H -6.312407 3.560731 0.341872 -0.0010 0.0001 -0.0002
H -1.350496 -4.151664 2.039697 -0.0135 0.0007 -0.0101
C 4.400354 0.722566 1.199111 -0.0050 -0.0024 -0.0077
O -1.875444 -0.922424 -0.755926 0.0815 0.1259 -0.0503
C 0.247295 -4.577773 -0.289684 -0.0010 0.0054 0.0132
H 3.068502 0.988066 -1.973055 0.0277 -0.0287 -0.0143
H 1.069621 -0.388254 3.004318 0.0201 0.0047 -0.0002
H 6.229152 2.320183 3.650973 0.0028 0.0016 0.0006
H 0.327232 -3.637137 1.976194 -0.0082 -0.0066 0.0030
H -3.628218 -2.244848 -1.778552 -0.0325 0.0182 -0.0091
H 3.642245 -0.763503 -3.231218 0.0037 0.0340 -0.0060
H -6.166619 -0.109230 -3.262166 0.0010 -0.0016 -0.0059
C 5.590075 1.536937 3.242206 0.0013 -0.0075 0.0056
C 5.289464 1.828345 1.765292 -0.0025 0.0134 -0.0112
H -3.370458 4.098875 2.631436 0.0006 0.0007 0.0035
C 4.783852 -0.079570 0.126638 0.0168 0.0183 0.0136
H -5.820265 1.407959 -2.442695 -0.0020 -0.0073 -0.0045
H -6.997200 3.869585 1.931258 -0.0001 -0.0001 0.0008
H -0.074836 1.073228 1.130380 -0.0023 -0.0218 -0.0172
H 1.341262 -2.018942 2.410484 0.0253 0.0041 -0.0156
Re -0.019132 -1.472467 -0.540997 -0.2408 0.0471 0.0901
H 4.683138 1.505504 3.848031 -0.0029 -0.0005 -0.0018
H -3.904456 -0.356757 -4.052365 -0.0028 -0.0025 -0.0014
H -1.733800 1.698100 -1.924918 0.0340 0.0116 0.0049
H -5.109762 -2.159447 -2.724324 -0.0085 -0.0014 -0.0059
C -1.102076 -2.012263 2.084685 0.0065 -0.0624 -0.0902
H 5.157132 3.972848 2.051649 0.0015 0.0003 0.0017
H 6.606485 -1.739180 -1.183798 0.0018 -0.0051 -0.0077
C -5.839489 0.324227 -2.317162 0.0135 -0.0060 0.0030
C 2.324031 -0.517607 1.269588 -0.0466 -0.0602 0.0175
H 1.089054 1.045234 -4.370080 -0.0204 0.0183 -0.0025
H -1.032100 -1.912258 3.169883 0.0137 -0.0189 -0.0002
C 3.160484 0.465495 1.777535 0.0157 0.0064 0.0131
H -5.192924 -2.035362 -0.966819 -0.0065 0.0003 0.0029
C -4.601433 -1.764741 -1.843709 0.0076 -0.0142 -0.0175
H 2.338109 1.766547 -0.561887 0.0092 -0.0011 0.0052
C 6.615690 1.942930 1.013874 -0.0036 0.0010 -0.0006
H 1.259389 -4.360761 0.036740 -0.0057 0.0001 -0.0027
As 0.568087 0.655618 -1.954298 -0.0173 0.0173 0.1046
H -2.054212 -3.785110 -1.434128 -0.0033 -0.0052 0.0050
H -3.466986 1.170705 -3.296080 0.0026 -0.0006 0.0011
H 4.858333 -4.050826 -1.948117 -0.0007 -0.0025 -0.0042
H 6.211872 -2.267099 -2.813830 0.0018 -0.0038 -0.0034
H 2.853308 1.009087 2.663632 0.0028 0.0010 0.0086
C -2.988922 1.510820 1.728172 -0.0455 -0.0299 -0.0127
H -5.959086 3.057281 3.995916 -0.0001 0.0001 0.0003
C -5.089175 2.883730 2.021627 0.0075 0.0084 0.0027
H 2.184742 2.522596 -2.172051 0.0001 -0.0011 0.0019
H -2.513542 -0.296589 -2.969185 -0.0224 -0.0029 -0.0017
C 5.903458 -1.602811 -2.006717 -0.0147 0.0041 0.0162
H -2.612621 1.952406 2.644125 0.0070 0.0027 -0.0014
H 3.451816 -3.770753 -0.921091 -0.0027 0.0053 0.0043
H -0.682897 2.451527 -0.707857 -0.0092 0.0103 -0.0194
H -0.518572 0.302993 -4.186079 0.0066 -0.0165 -0.0045
H 0.951622 -0.696445 -4.068698 0.0341 -0.0013 -0.0011
C -3.520194 0.091485 -3.134753 -0.0051 0.0058 0.0043
C 3.979643 -1.071286 -0.438423 -0.0044 -0.0176 -0.0558
C -0.803147 0.394498 1.588075 -0.0329 -0.0255 0.0060
C 0.517262 0.276548 -3.852292 -0.0122 -0.0207 0.0012
C 3.580629 -1.779669 -2.836422 -0.0274 -0.0115 -0.0142
O 1.800958 -2.127309 -0.387864 0.1182 -0.0459 0.1075
C -4.665168 1.278077 0.067416 -0.0127 0.0507 -0.0155
H -6.589093 0.072008 -1.565733 0.0025 0.0009 0.0020
C -2.197506 0.595417 1.050818 0.0773 0.0045 -0.0493
H 3.603783 3.157790 2.201562 -0.0013 0.0011 0.0016
H -4.426991 2.191744 3.992957 0.0009 0.0019 -0.0022
C -5.352497 2.345312 3.435202 0.0039 -0.0071 0.0045
C -4.459822 -0.241601 -1.965168 -0.0190 -0.0214 -0.0082
H -2.754283 -3.095926 0.035268 -0.0108 0.0081 0.0019
H 0.226114 -4.658032 -1.375785 -0.0010 -0.0020 -0.0072
H -7.039432 2.238378 1.276366 -0.0002 -0.0018 -0.0013
C 2.227324 1.578786 -1.628808 -0.0132 0.0112 -0.0316
C -0.676241 -3.396738 1.630014 0.0184 0.0042 0.0042
H -5.632145 1.556116 -0.317367 -0.0010 -0.0105 0.0028
C 4.470194 -1.951415 -1.596098 -0.0028 0.0099 0.0028
H 5.991117 -0.578682 -2.374964 -0.0039 0.0034 0.0079
H 6.468588 2.179224 -0.042191 -0.0014 -0.0016 -0.0011
C -4.242179 1.872598 1.251544 -0.0272 0.0164 0.0196
H -0.479673 2.862532 -2.423565 0.0096 -0.0034 -0.0031
H 2.537145 -2.020857 -2.626125 0.0321 0.0025 -0.0196
N -0.216424 -0.979671 1.451316 0.0271 -0.0192 -0.0739
H -0.804729 0.611672 2.658919 -0.0053 0.0377 -0.0094
H -4.914120 4.943409 2.666633 -0.0018 -0.0006 0.0005
H 5.762656 0.077100 -0.297973 -0.0060 0.0018 -0.0056
H 7.206044 2.749136 1.448677 0.0019 0.0005 0.0019
H 6.108928 0.583637 3.354550 -0.0009 0.0009 0.0016
C -3.919103 0.347798 -0.654899 0.0016 -0.0366 -0.0068
H -2.296048 -4.818764 -0.011509 -0.0017 -0.0011 -0.0022
C 4.544467 3.166555 1.647228 -0.0002 -0.0090 0.0002
H -5.891177 1.396825 3.398487 -0.0017 -0.0016 0.0008
H 4.327650 3.402397 0.602620 0.0011 0.0027 -0.0036
H -0.095033 -5.521017 0.138694 0.0009 -0.0054 -0.0022
C -2.667346 0.001329 -0.128344 0.0708 -0.0005 0.0679
C -6.434251 3.144457 1.343836 0.0016 0.0000 -0.0043
C 1.156850 -0.992447 2.101140 0.0348 0.0109 -0.0507
H -4.127589 4.619102 1.119255 0.0021 -0.0001 0.0001
C 4.457845 -3.422821 -1.151307 0.0070 0.0087 0.0206
C -2.035913 -3.813271 -0.346114 0.0238 -0.0238 0.0014
H -2.124463 -1.783243 1.785977 -0.0017 -0.0142 0.0133
C -4.324099 4.212245 2.113007 0.0015 -0.0050 -0.0034
H 7.207035 1.028521 1.089366 0.0007 0.0022 0.0003
N -0.667179 -3.482831 0.136627 0.0106 0.0361 0.0939
C -0.730737 2.064730 -1.725022 -0.0112 0.0221 0.0119
H 3.921358 -2.451232 -3.625867 0.0026 0.0014 -0.0023

134
Properties=species:S:1:pos:R:3:forces:R:3 method="wB97M-V/def2-TZVPD" multiplicity=1 gap_ev=6.6837 homo_energy_ev=-8.5
C 0.184201 0.909518 -0.946189 0.5276 -0.4714 0.2126
O 5.739802 -2.098968 -0.224354 -0.6216 0.3770 -0.1648
H 1.223669 10.831356 -0.748197 -0.0100 0.0384 -0.0425
O 4.502071 3.615071 -0.912271 -0.2629 -0.1932 -0.0380
S 8.102024 2.486669 -1.204714 0.0645 -0.1962 0.0869
H -5.553328 0.758947 6.993041 0.0095 0.0887 -0.0044
O 2.341022 -4.892553 -2.580992 1.5742 -2.4490 0.6924
C 2.598000 0.623894 -1.237278 -0.0380 0.2067 -0.0472
H -7.659408 4.116486 3.776148 0.0337 -0.0221 -0.0468
P 6.860627 2.036127 0.167479 1.4865 1.3722 -1.8242
O 1.460932 -5.508096 -4.612754 0.6246 -0.0230 -0.0382
H -0.656417 4.006935 -0.600468 -0.0759 -0.0140 -0.0454
P -0.819943 8.962006 -1.456628 -3.7240 1.9780 -2.7789
H 0.572088 11.250576 0.845361 -0.0407 -0.1451 0.0263
B 6.149730 -0.991608 -0.956623 0.0778 -0.2577 0.0628
H -2.628431 6.209931 1.534588 -0.1763 -0.1339 -0.0846
H -1.121969 6.412457 0.698438 -0.0600 0.0058 -0.1713
H -5.926097 0.449840 2.484744 -0.0502 0.0246 -0.0036
H -0.810019 -10.188437 1.938421 -0.1133 0.0524 -0.0407
H 0.814550 -2.710198 2.817586 -0.0197 -0.2228 0.1723
H 3.370213 -1.859624 1.529599 0.0212 0.1021 -0.2596
C -2.389680 -7.051220 -1.179982 0.0999 -0.0393 0.0806
O 0.494974 -7.403900 -3.622226 2.5786 -1.4821 1.7959
O -0.619611 10.195044 -2.494827 0.0508 0.2446 0.3356
O -0.110432 7.856120 -2.425111 1.4093 -0.0481 2.2255
H 1.624020 7.093923 -3.222576 -0.0946 -0.0073 -0.0175
C -0.453356 4.184788 4.177664 0.2035 -0.3445 -0.2542
O -6.201475 2.696823 3.726518 0.0212 -0.0328 -0.3746
O 1.104499 -1.152192 -1.760293 -0.2211 0.2170 0.4459
H -2.277568 -6.903990 -0.101334 -0.0896 0.0015 -0.0093
H -2.254675 5.222403 0.087276 -0.2059 0.0056 0.0616
C -6.904200 3.706965 4.444122 -0.1339 -0.0794 0.2088
H -3.093007 -6.321073 -1.569207 -0.0774 -0.1137 -0.0426
H 3.031801 -3.674782 -4.099494 -0.0819 -0.0806 -0.0214
C 4.210143 2.453711 -0.752176 0.5588 0.5023 -0.0822
C 1.297721 0.130642 -1.312911 0.0955 -0.4191 -0.2983
H 2.896027 -2.567471 -0.581015 -0.1666 0.0063 -0.2743
H 1.969140 -3.958644 2.333917 0.0330 -0.0100 -0.0380
H -6.119965 0.443748 5.339461 -0.0109 0.0238 0.0275
H 1.791715 -3.686932 0.190166 0.1177 -0.0618 -0.1020
N 7.465896 -0.922774 -1.584468 -0.5058 -0.1195 0.1291
H -0.398374 4.434631 5.227455 -0.0653 0.1622 0.0003
H 5.654652 -2.880438 -0.778569 0.3915 -0.2522 0.2323
O -2.550611 -10.799404 -1.577738 0.4905 0.3215 -0.4673
O 0.061140 -5.423625 -2.429181 0.5299 -0.8320 0.9338
Cl -3.258212 -1.203581 -0.332999 -0.1473 0.1929 -0.1294
C -5.269093 0.769561 5.944368 -0.1251 0.0218 0.0157
O 6.573990 3.366291 1.032879 -0.5319 -1.2477 0.6417
H -0.222956 11.863041 -0.613828 -0.0047 -0.0743 -0.1171
H 0.159818 -2.854443 -1.058683 0.1320 0.1206 -0.4945
O -2.906402 -8.378217 -1.458486 2.4764 0.6329 -0.1333
P -2.132582 -9.634636 -0.786481 -3.6620 -3.0362 1.4974
C 1.708007 2.684448 -0.385632 0.3518 0.4735 -0.1012
H 2.462910 -2.721719 3.477588 -0.0969 0.1165 0.0648
H -2.819017 1.057690 0.042994 0.0785 0.0928 0.0568
H 8.148115 -1.202838 -0.883690 0.1738 -0.1246 -0.1939
H 0.164865 -1.522611 0.057939 0.0031 0.0617 0.0004
C -1.858946 5.659322 0.998817 0.5899 0.1830 0.1390
H -1.473540 5.939930 3.627529 -0.1848 0.0467 -0.2456
C -0.324764 -9.581201 1.178529 0.2755 0.0532 0.0648
P 1.266890 -6.026159 -3.075121 -5.3677 5.1708 -3.1659
C 2.291759 -2.001338 1.412740 0.7255 -0.4824 0.4399
O -3.839840 3.718865 4.080213 0.6151 -0.5814 0.2226
C 2.804931 1.935042 -0.771420 0.0242 -0.4924 -0.1897
H -6.235660 4.505732 4.764170 0.0493 -0.0290 -0.0166
H 1.731788 -9.010842 -3.110658 -0.0356 -0.0597 -0.0201
C -2.152742 0.204893 0.040420 0.2816 -1.0563 -0.0452
C 0.340923 -5.487883 -5.494993 -0.0227 -0.2931 -0.2086
H 0.617575 -9.273141 -4.460364 -0.0732 0.0616 0.0206
O 3.770072 -1.126020 -2.393268 0.0483 -0.0052 -0.0593
H -1.706502 2.667852 -0.239420 0.0059 -0.0670 -0.0504
H -4.432580 0.085340 5.799124 -0.0121 -0.0186 0.0382
H -1.428998 -6.916658 -1.671632 -0.0710 0.1617 -0.0165
H 4.133035 -3.928577 -2.741676 -0.0708 -0.0436 0.0923
C 0.400518 2.199030 -0.456891 -0.6505 -0.2095 0.0268
C -5.387470 1.137469 1.838073 0.0479 -0.2084 -0.2479
C -1.067421 5.007932 3.254120 0.1000 0.2077 0.6553
H 1.849035 -1.009081 1.536596 -0.0731 0.0141 -0.1671
C 3.416592 -4.414144 -3.402360 0.4031 0.1346 0.1687
C -1.172064 0.264509 -1.152715 -0.5064 1.2857 0.0056
C -1.241435 10.121666 -3.774482 0.1301 -0.0808 -0.2194
O -4.886448 2.115013 5.606749 1.5092 -2.2076 -0.9658
C 0.312694 11.019716 -0.185542 0.1623 0.1034 0.2492
H 0.752725 -9.715137 1.253040 -0.0043 -0.0060 -0.1434
H -4.652935 -10.306850 -0.124559 0.0551 -0.0021 -0.0266
H -1.079637 -0.723468 -1.578000 0.2206 0.0171 -0.0219
H 0.470856 -4.636702 -6.160486 0.0770 0.0303 0.0567
H -1.973457 -0.968355 1.830401 0.0576 -0.0509 -0.0199
H 1.783160 8.746078 -2.589118 -0.0301 -0.0098 -0.0374
C 0.093879 2.994897 3.726509 0.0807 -0.0118 0.2228
O 7.410226 0.927539 1.198930 -0.6545 -0.0650 0.1052
C -4.300487 -9.678395 0.692882 -0.1612 0.2131 -0.0016
O -0.725083 -10.042420 -0.122289 0.3713 1.9905 -0.9767
H -0.538121 9.734891 -4.513366 -0.0190 -0.0630 0.0080
C 5.318146 1.446896 -0.577003 -1.1586 -0.1162 0.7634
Cl -1.996184 1.239639 -2.453209 -0.0140 -0.2690 -0.1565
H -1.841102 0.739617 2.092880 0.3964 0.1420 0.0422
O -0.554032 9.872384 -0.162035 1.7199 -1.4787 -0.0667
C -1.171433 4.675177 1.913736 -0.4950 0.1692 -0.3308
C 5.096483 0.202156 -1.014759 0.7443 -0.2112 0.3096
H -0.462783 -0.212482 1.405256 0.0773 0.3384 0.0097
H -0.564611 -8.531494 1.330759 -0.0367 -0.0090 0.0419
H -4.545543 -10.152155 1.641778 0.0563 -0.0175 0.0006
C 3.791696 -0.179291 -1.635740 -0.0789 0.1759 0.1443
H 6.225831 3.102049 1.898146 -0.1091 0.5385 0.1273
H -4.894942 0.569718 1.052194 0.1201 -0.0115 0.0997
H -0.593878 -5.378630 -4.946236 0.0357 -0.0122 0.0717
P -4.615812 2.474449 4.027658 -2.7350 4.7328 -0.6961
H 0.430108 1.723939 2.060244 0.1380 0.0249 0.0090
H -2.131122 9.493125 -3.748716 0.0117 -0.0189 0.0619
O -4.368891 1.865939 2.553286 0.6249 -1.7644 1.5207
H 3.914520 -5.217785 -3.938983 -0.0320 0.0270 -0.0647
Cl 1.965302 4.306984 0.173944 -0.1566 0.0376 -0.0005
C 1.329196 7.765594 -2.421568 0.0118 0.0325 -0.0242
H 0.594325 2.321740 4.411169 -0.0009 -0.0196 0.0242
C -0.636370 3.469388 1.458108 -0.1224 0.2418 0.3535
O -2.887208 -9.512754 0.648940 0.3661 -0.1776 0.1990
C -1.536806 -0.059142 1.420582 -0.6968 -0.1435 0.0807
H -1.524039 11.133306 -4.059148 0.0058 0.0139 0.0605
C 1.283507 -8.553082 -3.992451 -0.0408 0.0006 -0.1745
C 0.006225 2.664406 2.390074 -0.0150 -0.4831 -0.3334
H 1.674033 7.356662 -1.471697 0.0713 -0.0372 -0.0436
O -2.208824 8.500401 -1.341261 0.3589 -0.5265 0.4157
C -0.734536 3.089917 -0.012463 0.5655 0.2793 0.2533
H -6.078389 1.843722 1.385419 -0.0277 0.0472 0.1455
C 1.864384 -2.903615 2.585943 -0.3542 0.3738 -0.2242
C 2.001448 -2.627605 0.033724 -0.1901 0.2422 0.5082
H 0.312757 -6.398309 -6.094253 -0.0620 -0.0178 0.0193
H 7.517385 -1.596552 -2.344323 0.2382 0.1405 -0.1327
H -7.403996 3.274749 5.312352 0.0461 0.0190 0.0453
H 6.821976 0.759665 1.948913 0.0480 -0.1963 0.0109
C 0.780253 -2.043564 -0.676080 0.0336 -0.6026 0.0816
H 2.067609 -8.273551 -4.701865 -0.0314 -0.0025 -0.0186
H -4.794749 -8.706627 0.649834 -0.0079 -0.0015 -0.0690

Quick rundown of relative energy (zero: lowest compared OMol25 entry of this formula, charge and spin), same order as above: 4.65; 0.00 kcal per mole